Record 1
DFT (ωB97M-V/def2-TZVPD) results for a cluster of 11 separate species, C14H50O18 in total.

The geometry in ORCA input format:
```
! wB97M-V def2-TZVPD RIJCOSX def2/J DEFGRID3
* xyz 1 2
O -3.31048 -0.34796 2.94643
H -3.47761 -1.23379 2.62455
H -2.63788 -0.00231 2.35961
O 2.02509 -2.93655 0.37528
H 1.76526 -3.64364 0.96582
H 1.33114 -2.28316 0.46329
O -2.36527 -0.98640 -1.04141
H -3.07535 -0.37341 -0.85101
H -2.32954 -1.02287 -1.99725
O 0.24197 -0.79980 0.15685
H -0.28237 -0.83393 -0.64324
H -0.24141 -0.21019 0.73560
C -0.20678 1.19532 -4.48354
C 0.73137 2.15228 -5.16826
O 0.84775 3.42552 -4.58492
O 0.29296 0.85945 -3.21088
H -0.22667 0.27594 -5.06873
H -1.18521 1.67565 -4.49108
H 0.75708 2.08932 -6.25613
H 1.73258 1.78178 -4.94822
H 0.76513 3.35939 -3.63077
H 0.36836 -0.09652 -3.16571
C -1.96148 2.91942 3.36512
C -1.73631 2.86844 1.88207
O -1.53687 1.54230 1.28386
O -3.27841 2.52048 3.77367
H -1.83595 3.93772 3.73309
H -1.23549 2.32056 3.91503
H -0.91213 3.45941 1.48257
H -2.62542 3.27354 1.39888
H -1.31392 1.80895 0.38900
H -3.32467 1.58297 3.57234
C -2.88122 -3.85772 1.85102
C -1.56236 -3.68696 0.99776
O -1.72755 -3.59475 -0.44398
O -3.76474 -2.81011 1.73599
H -2.71433 -3.71216 2.91828
H -3.18750 -4.86682 1.57531
H -0.95508 -4.55522 1.25359
H -1.03441 -2.82879 1.41359
H -2.15833 -2.75064 -0.59732
H -4.29373 -2.95623 0.94832
C 0.37658 -0.69257 4.61199
C 1.39664 -0.43115 3.49899
O 2.52673 0.19893 4.03573
O 0.79165 -1.70659 5.57400
H -0.59112 -0.98381 4.20353
H 0.09128 0.24604 5.08710
H 0.95874 0.10593 2.65763
H 1.72332 -1.35724 3.02598
H 3.09397 0.54863 3.34468
H 1.55725 -1.35055 6.03082
C 1.03821 -2.69047 -2.47703
C 0.71968 -4.07335 -3.02779
O 1.56031 -4.29699 -4.15069
O 0.57636 -1.80675 -3.48979
H 2.08385 -2.44023 -2.29781
H 0.51689 -2.60445 -1.52365
H -0.33633 -4.18934 -3.27171
H 0.85607 -4.83481 -2.25988
H 1.40317 -5.12172 -4.61624
H 0.79886 -2.26207 -4.30513
C 3.31895 0.28426 0.70316
C 2.55618 1.63516 0.36982
O 3.26729 2.42273 -0.59501
O 4.26566 0.43298 1.73830
H 3.52673 -0.27108 -0.21146
H 2.54458 -0.40472 1.04042
H 2.46752 2.21465 1.28875
H 1.57701 1.44983 -0.07176
H 4.13731 2.66133 -0.26680
H 4.91099 -0.27730 1.71285
C 0.28589 4.45780 -1.08993
C -0.97653 3.61913 -1.56391
O -0.88153 2.31372 -1.06616
O 1.37722 3.92970 -1.82308
H 0.45077 4.43093 -0.01281
H 0.02180 5.43365 -1.49745
H -1.04134 3.63377 -2.65188
H -1.90464 3.98892 -1.12805
H -0.47849 1.77215 -1.74870
H 1.95242 3.35614 -1.31145
*
```

Results
- LUMO level (spin up / spin down) (eV) = -2.66 / -9.32
- expectation value of S² = 0.76

Mulliken population analysis, charges in e, atoms 1 to 8: O -0.70; H 0.38; H 0.19; O -0.59; H 0.36; H -0.07; O -0.62; H 0.24

---

Record 2
DFT (ωB97M-V/def2-TZVPD) results for a structure of composition C14H51BrN21O11Y.

The geometry in ORCA input format:
```
! wB97M-V def2-TZVPD RIJCOSX def2/J DEFGRID3
* xyz 2 1
Y 15.49090 26.79276 5.06557
Br 17.39961 27.36060 2.77255
C 12.77852 28.52239 3.51143
O 13.85306 28.05410 3.91174
N 12.04083 29.43347 4.15644
N 12.38721 28.37449 2.26184
H 12.30014 29.78379 5.06755
H 11.22854 29.82155 3.69855
H 11.53190 28.82971 1.97667
H 12.90022 27.91199 1.52495
C 16.16686 30.13877 4.92321
O 15.90897 29.04816 5.31066
N 17.18216 30.61539 4.29409
N 15.27106 31.02131 5.02096
H 17.65162 29.91116 3.74295
H 17.08849 31.56137 3.95283
H 14.41535 30.98591 5.55631
H 15.36686 31.87282 4.48630
C 12.10048 25.43317 5.42218
O 13.13891 26.06262 5.51187
N 11.21317 25.50372 4.43696
N 11.50122 24.90666 6.40675
H 11.39730 25.92528 3.53781
H 10.36637 24.96245 4.53728
H 11.95700 24.95580 7.30672
H 10.68323 24.32179 6.31236
C 14.06464 24.88421 2.40984
O 14.57548 25.56353 3.25604
N 14.00746 25.18650 1.15501
N 13.54438 23.70385 2.70876
H 13.72516 24.44720 0.52744
H 14.08884 26.12246 0.78426
H 13.43301 23.38967 3.66216
H 13.02148 23.26744 1.96296
C 14.09290 28.27994 8.04394
O 14.61323 27.70010 7.09391
N 14.53919 29.42960 8.50583
N 13.13324 27.82097 8.80844
H 15.35004 29.82858 8.05478
H 14.09835 29.89812 9.28445
H 12.55250 27.05049 8.50979
H 12.90222 28.36586 9.62687
C 21.41186 26.12027 3.90611
O 22.18305 25.64154 4.70523
N 20.94431 27.34478 3.98659
N 20.79591 25.64038 2.89807
H 21.36223 27.84595 4.75748
H 20.13055 27.53824 3.42049
H 20.91694 24.64579 2.77062
H 20.11975 26.18923 2.38652
C 15.31359 24.27063 7.57993
O 15.36032 25.14142 6.77254
N 16.12617 23.26433 7.61117
N 14.52863 24.29156 8.61056
H 16.78259 23.14807 6.85243
H 15.97493 22.54614 8.30503
H 14.66878 23.65294 9.38038
H 13.88415 25.06617 8.67928
C 17.26868 23.77919 4.26199
O 16.64136 24.77756 4.53694
N 18.28301 23.70013 3.50583
N 16.96311 22.60204 4.59590
H 18.59084 24.56476 3.08421
H 18.70590 22.78634 3.42685
H 16.07126 22.37010 5.00932
H 17.48536 21.85180 4.16637
C 14.74131 28.75144 -0.51294
O 14.01134 27.76974 -0.34757
N 14.34932 29.89278 -0.92026
N 15.96570 28.87223 -0.20031
H 15.10839 30.50878 -1.17416
H 13.35976 29.90668 -1.12196
H 16.28135 28.11230 0.38532
H 16.54115 29.64300 -0.50834
C 18.21217 27.04662 7.28433
O 17.44392 26.82726 6.35102
N 18.32494 28.20365 7.87749
N 18.92463 26.06917 7.80999
H 17.87838 29.05341 7.56351
H 18.77690 28.18757 8.78058
H 19.03389 25.26977 7.20244
H 19.67689 26.27898 8.45045
C 17.22188 29.88522 13.84859
C 17.81359 28.47292 13.50802
C 17.50351 27.88349 12.08674
O 16.12398 27.78162 11.75585
C 15.89048 26.74667 10.83081
N 19.23652 28.51413 13.61816
H 17.60993 30.19928 14.81756
H 16.13819 29.77077 13.82372
H 17.27398 30.64963 13.07330
H 17.43850 27.73803 14.22030
H 17.91917 26.87685 12.04194
H 17.92259 28.51648 11.30457
H 16.15757 25.79115 11.28219
H 16.34481 26.98737 9.86969
H 14.80403 26.72449 10.74578
H 19.59960 28.97251 12.79466
H 19.49763 27.54183 13.53725
*
```

Results
- LUMO level (eV) = -4.25

Mulliken population analysis, charges in e, atoms 1 to 8: Y 1.83; Br -0.97; C 0.41; O -0.20; N -0.38; N -0.35; H 0.19; H 0.16

---

Record 3
DFT (ωB97M-V/def2-TZVPD) results for a cluster of 10 separate species, C14H51N7O10 in total.

The geometry in ORCA input format:
```
! wB97M-V def2-TZVPD RIJCOSX def2/J DEFGRID3
* xyz 0 1
C -9.88270 -5.55382 6.52281
O -9.47662 -5.70548 5.17805
C -9.96573 -6.89360 4.60682
C -11.36927 -6.82559 4.03155
C -11.71238 -8.21817 3.46667
N -11.45144 -5.77294 3.03339
H -9.60022 -4.56418 6.87889
H -9.42100 -6.29114 7.19764
H -10.96585 -5.67057 6.62917
H -9.29341 -7.10897 3.76818
H -9.88167 -7.81268 5.20360
H -12.04006 -6.61207 4.87467
H -10.86111 -8.50973 2.83813
H -12.55795 -8.11742 2.78788
H -11.88227 -8.99114 4.21333
H -10.62933 -5.80728 2.43347
H -12.22718 -5.91834 2.39695
C -5.75575 -0.88772 0.27811
O -6.98066 -1.56606 0.44956
C -7.84723 -0.93128 1.37734
C -7.86861 -1.65271 2.70284
C -8.14849 -3.14061 2.50689
N -8.95409 -1.09419 3.53777
H -5.24263 -0.78476 1.23901
H -5.91275 0.08294 -0.20750
H -5.12353 -1.46640 -0.39462
H -7.48105 0.09466 1.53276
H -8.84227 -0.86335 0.93450
H -6.89371 -1.61081 3.20858
H -7.39895 -3.61148 1.86236
H -9.08193 -3.30278 1.95681
H -8.24700 -3.69331 3.44356
H -8.77982 -1.35940 4.49657
H -9.01785 -0.08903 3.44155
C -4.01644 -6.36725 0.97537
O -4.08654 -4.94579 0.75952
C -4.65334 -4.55420 -0.46901
C -3.60314 -3.93108 -1.37316
C -4.26212 -3.23590 -2.54982
N -2.72678 -5.01081 -1.88227
H -3.19935 -6.45806 1.68968
H -3.70977 -6.84706 0.04176
H -4.96357 -6.75546 1.33402
H -5.20530 -5.36002 -0.97060
H -5.45113 -3.81959 -0.29319
H -3.10342 -3.20553 -0.71788
H -4.59645 -3.98739 -3.27565
H -3.56004 -2.61306 -3.10717
H -5.17013 -2.69727 -2.27790
H -2.19623 -5.33497 -1.07404
H -2.02524 -4.60998 -2.50055
N -7.35126 -9.03484 -1.36207
C -7.29086 -8.76979 -0.02550
N -6.34164 -9.41570 0.69811
O -8.07006 -7.94752 0.49810
H -6.75408 -9.72592 -1.77353
H -7.92939 -8.43615 -1.91963
H -5.54280 -9.83565 0.26188
H -6.28384 -9.09434 1.65017
N -3.96196 -8.36497 4.17998
C -3.22336 -8.86302 3.12084
N -1.85491 -8.77408 3.34107
O -3.72529 -9.40960 2.15953
H -4.97337 -8.35050 4.03210
H -3.48014 -7.72423 4.78392
H -1.53543 -8.25894 4.14293
H -1.21150 -8.82803 2.57367
O -6.72507 -7.16860 6.04661
H -7.29081 -6.50171 5.62513
H -7.00921 -7.19333 6.96584
O -5.46097 -4.96009 4.20777
H -5.76446 -4.31347 4.85261
H -5.16648 -5.70534 4.74228
O -9.15970 -5.59326 -0.70459
H -9.71856 -5.96231 -1.39328
H -8.70600 -6.35904 -0.31356
O -6.86316 -9.17369 4.02153
H -6.93687 -8.95891 4.95923
H -7.10419 -8.33298 3.59246
O -7.22851 -6.73667 2.83762
H -7.60876 -6.84148 1.94556
H -6.96016 -5.80992 2.91046
*
```

Results
- LUMO level (eV) = 0.25
- structure (SMILES) = COC[C@H](C)N.COC[C@H](C)N.COC[C@H](C)N.NC(N)=O.NC(N)=O.O.O.O.O.O

Mulliken population analysis, charges in e, atoms 1 to 8: C -0.87; O 0.02; C -0.43; C 0.64; C -1.34; N -0.58; H 0.23; H 0.31